#A
This record from the Open Molecules 2025 dataset describes a 2-piece molecular cluster, C2H6N2O2 overall. The level of theory is ωB97M-V/def2-TZVPD.

```
12
C2H6N2O2 (ωB97M-V/def2-TZVPD)
H 2.48 -0.41 -0.78
N 1.50 -0.14 -0.79
C 1.15 -0.37 0.45
N 0.19 0.24 1.32
H 0.87 -1.41 0.78
H -0.30 -0.56 1.70
H 0.57 0.57 2.24
O -2.36 -0.51 -1.65
C -1.74 0.30 -1.03
O -0.65 0.95 -1.56
H -1.86 0.49 0.08
H 0.14 0.86 -0.77
```

As for the total charge: 0. Its SMILES is [H]/N=C/N.O=CO. Its HOMO-LUMO gap is 9.02 eV.

=====

#B
This record from the Open Molecules 2025 dataset describes a 2-piece molecular cluster, C2H6N2O2 overall. The level of theory is ωB97M-V/def2-TZVPD.

```
12
C2H6N2O2 (ωB97M-V/def2-TZVPD)
C -1.94 -1.44 -0.44
C -1.26 -1.02 0.62
O -0.12 -0.31 0.58
H -1.59 -1.25 -1.45
H -2.84 -2.02 -0.33
H -1.62 -1.15 1.63
H 0.15 -0.04 -0.38
N 2.03 1.62 0.36
N 2.06 1.37 -0.91
O 1.03 0.93 -1.43
H 2.86 2.00 0.78
H 1.24 1.33 0.95
```

As for the total charge: 0. Its SMILES is C=CO.NN=O. Its HOMO-LUMO gap is 9.29 eV.

=====

Energetically preferred structure: #B | next structure: +0.0338 hartree

=====

#A
This record from the Open Molecules 2025 dataset describes the molecule C2H6N2O2. The level of theory is ωB97M-V/def2-TZVPD.

```
12
C2H6N2O2 (ωB97M-V/def2-TZVPD)
N -1.98 0.30 -0.27
C -0.84 -0.51 0.43
C 0.60 -0.79 0.05
O 1.10 -1.82 -0.29
N 1.50 0.32 0.01
O 0.90 1.52 -0.09
H -1.33 1.05 -0.78
H -1.92 -0.47 -1.07
H -0.77 -0.38 1.54
H -1.01 -1.66 0.45
H 2.39 0.30 -0.44
H 1.37 2.15 0.47
```

As for the total charge: 0. Its SMILES is NCC(=O)NO. Its HOMO-LUMO gap is 10.09 eV.

=====

#B
This record from the Open Molecules 2025 dataset describes a 2-piece molecular cluster, C2H6N2O2 overall. The level of theory is ωB97M-V/def2-TZVPD.

```
12
C2H6N2O2 (ωB97M-V/def2-TZVPD)
N 1.34 -1.04 0.53
C 1.95 0.04 0.03
N 1.31 0.90 -0.75
H 1.82 -1.45 1.32
H 0.32 -0.89 0.57
H 3.03 0.01 -0.04
H 1.47 1.87 -0.48
H 0.28 0.73 -0.86
O -1.40 0.50 -0.97
C -1.83 -0.17 0.00
O -1.22 -0.28 1.09
H -2.74 -0.72 -0.20
```

As for the total charge: 0. Its HOMO-LUMO gap is 8.81 eV.

=====

Energetically preferred structure: #B | next structure: +0.1047 hartree

=====

#A
This record from the Open Molecules 2025 dataset describes a 2-piece molecular cluster, C2H6N2O2 overall. The level of theory is ωB97M-V/def2-TZVPD.

```
12
C2H6N2O2 (ωB97M-V/def2-TZVPD)
O 2.87 -0.79 0.11
N 2.34 0.29 0.12
O 1.41 0.67 -0.54
H 2.63 1.05 0.90
C -1.41 1.07 0.03
N -0.60 0.14 0.33
C -0.92 -1.19 -0.25
H -1.10 2.03 0.35
H -2.47 1.08 -0.26
H -2.00 -1.15 -0.47
H -0.13 -1.41 -0.96
H -0.62 -1.79 0.62
```

As for the total charge: 0. Its SMILES is O=[NH+][O-].C=NC. Its HOMO-LUMO gap is 9.71 eV.

=====

#B
This record from the Open Molecules 2025 dataset describes the molecule C2H6N2O2. The level of theory is ωB97M-V/def2-TZVPD.

```
12
C2H6N2O2 (ωB97M-V/def2-TZVPD)
C 2.12 0.17 0.53
O 1.26 -0.43 -0.51
N -0.02 -0.77 -0.23
C -0.87 0.10 -0.13
N -2.16 -0.34 0.32
O -0.53 1.38 -0.25
H 2.18 -0.47 1.46
H 1.98 1.47 0.65
H 3.23 -0.18 0.01
H -0.49 -1.68 -0.52
H -2.76 0.47 0.29
H -2.24 -1.08 1.11
```

As for the total charge: 0. Its SMILES is CONC(N)=O. Its HOMO-LUMO gap is 10.07 eV.

=====

#C
This record from the Open Molecules 2025 dataset describes the molecule C2H6N2O2. The level of theory is ωB97M-V/def2-TZVPD.

```
12
C2H6N2O2 (ωB97M-V/def2-TZVPD)
C -2.21 -0.30 0.18
O -0.87 -0.25 -0.52
N -0.46 1.09 -0.24
C 0.83 0.89 0.01
N 1.55 -0.30 -0.18
O 2.91 -0.25 0.13
H -2.83 0.43 -0.18
H -2.61 -1.28 -0.01
H -2.18 -0.29 1.30
H 1.62 1.54 0.45
H 0.99 -1.16 -0.15
H 3.25 -0.15 -0.78
```

As for the total charge: 0. Its SMILES is CO/N=C\NO. Its HOMO-LUMO gap is 9.61 eV.

=====

Energetically preferred structure: #B | next structure: +0.0176 hartree

=====

#A
This record from the Open Molecules 2025 dataset describes C2H6N2O2 as an isolated structure. The level of theory is ωB97M-V/def2-TZVPD.

```
12
C2H6N2O2 (ωB97M-V/def2-TZVPD)
C 0.67 0.44 0.73
C 0.08 0.13 -0.64
N -2.31 1.12 0.03
N -1.32 -0.34 -0.46
O -1.80 -0.79 -1.70
O -2.67 1.80 -0.83
H -0.28 0.67 1.34
H 1.21 -0.55 1.06
H 1.26 1.27 0.80
H 0.62 -0.66 -1.16
H -0.02 0.93 -1.44
H -2.59 -1.34 -1.59
```

As for the total charge: 0. Its HOMO-LUMO gap is 8.13 eV.

=====

#B
This record from the Open Molecules 2025 dataset describes the molecule C2H6N2O2. The level of theory is ωB97M-V/def2-TZVPD.

```
12
C2H6N2O2 (ωB97M-V/def2-TZVPD)
C 2.52 -0.11 -0.05
O 1.15 0.49 -0.29
N -0.37 -0.08 -0.04
O -0.43 -1.17 0.53
C -1.45 0.64 -0.29
N -2.67 0.11 0.07
H 2.57 -1.08 -0.75
H 3.37 0.65 -0.32
H 2.55 -0.50 0.99
H -1.35 1.48 -0.87
H -3.41 0.44 0.77
H -2.48 -0.88 0.26
```

As for the total charge: 0. Its SMILES is CO/[N+]([O-])=C/N. Its HOMO-LUMO gap (alpha / beta) is 8.60 / 8.60 eV.

=====

#C
This record from the Open Molecules 2025 dataset describes the molecule C2H6N2O2. The level of theory is ωB97M-V/def2-TZVPD.

```
12
C2H6N2O2 (ωB97M-V/def2-TZVPD)
C -0.20 1.41 -0.07
C -0.07 -0.04 -0.12
N -1.03 -0.81 0.10
O -2.22 -0.16 0.05
N 1.24 -0.53 -0.47
O 2.31 -0.03 0.29
H -0.86 1.74 -0.83
H -0.83 1.64 0.82
H 0.74 1.97 -0.19
H -2.95 -0.81 0.50
H 1.34 -1.59 -0.48
H 1.98 -0.29 1.20
```

As for the total charge: 0. Its SMILES is C/C(=N\O)NO. Its HOMO-LUMO gap is 9.68 eV.

=====

Energetically preferred structure: #C | next structure: +0.0556 hartree

=====

#A
This record from the Open Molecules 2025 dataset describes a 5-piece molecular cluster, C2H13NO5 overall. The level of theory is ωB97M-V/def2-TZVPD.

```
21
C2H13NO5 (ωB97M-V/def2-TZVPD)
C 1.03 0.70 2.12
C 0.18 -0.40 1.53
N -0.77 -0.02 0.63
O 0.47 -1.57 1.68
H 0.69 1.12 3.06
H 2.01 0.24 2.25
H 1.08 1.50 1.37
H -1.34 -0.81 0.37
H -1.02 0.95 0.45
O -0.68 -2.48 -0.55
H -0.40 -2.43 0.39
H -0.93 -3.35 -0.84
O 0.49 -0.64 -2.41
H 1.34 -0.98 -2.73
H -0.08 -1.36 -2.07
O 0.55 1.40 -1.71
H 0.46 1.72 -2.61
H 0.30 0.46 -1.71
O -0.96 2.83 0.07
H -0.27 2.63 -0.60
H -1.58 3.45 -0.31
```

As for the total charge: 0. Its SMILES is CC(N)=O.O.O.O.O. Its HOMO-LUMO gap is 10.43 eV.

=====

#B
This record from the Open Molecules 2025 dataset describes a 5-piece molecular cluster, C2H13NO5 overall. The level of theory is ωB97M-V/def2-TZVPD.

```
21
C2H13NO5 (ωB97M-V/def2-TZVPD)
C 0.66 2.43 0.59
C -0.34 1.64 -0.18
N -1.30 0.99 0.48
O -0.29 1.61 -1.37
H 1.07 1.89 1.42
H 0.30 3.35 0.96
H 1.46 2.60 -0.10
H -1.83 0.36 -0.05
H -1.12 0.68 1.48
O -1.73 -0.58 -2.21
H -1.23 0.29 -2.09
H -2.12 -0.53 -3.06
O 1.24 -1.24 -1.94
H 1.70 -0.39 -1.94
H 0.29 -0.99 -1.96
O 1.20 -2.37 1.04
H 1.85 -3.06 0.93
H 0.71 -2.39 0.23
O 0.34 -1.17 3.36
H 0.39 -2.01 2.89
H -0.29 -1.25 4.08
```

As for the total charge: 0. Its SMILES is CC(N)=O.O.O.O.O. Its HOMO-LUMO gap is 11.14 eV.

=====

Energetically preferred structure: #B | next structure: +0.0194 hartree

=====

#A
This record from the Open Molecules 2025 dataset describes a 2-piece molecular cluster, C4H11NO overall. The level of theory is ωB97M-V/def2-TZVPD.

```
17
C4H11NO (ωB97M-V/def2-TZVPD)
C -1.17 -1.55 2.49
C -2.49 -2.36 2.43
N -2.52 -3.66 1.86
H -0.29 -2.17 2.75
H -1.20 -0.80 3.31
H -0.83 -0.98 1.71
H -3.16 -1.61 2.04
H -2.74 -2.64 3.43
H -2.27 -3.61 0.80
H -3.55 -4.02 1.92
O 1.59 2.41 -3.45
C 2.02 3.15 -2.62
C 3.03 2.56 -1.50
H 1.41 4.02 -2.19
H 3.56 3.41 -1.09
H 2.06 2.26 -0.95
H 3.57 1.78 -1.96
```

As for the total charge: +1. Its HOMO-LUMO gap (alpha / beta) is 4.32 / 0.84 eV. The multiplicity is 2.

=====

#B
This record from the Open Molecules 2025 dataset describes a 2-piece molecular cluster, C4H11NO overall. The level of theory is ωB97M-V/def2-TZVPD.

```
17
C4H11NO (ωB97M-V/def2-TZVPD)
C -0.62 2.70 0.96
C -0.85 1.36 0.28
C 0.22 0.36 0.46
C -0.13 -0.95 0.81
N 0.85 -1.81 1.07
H -1.50 3.33 0.81
H 0.23 3.30 0.66
H -0.53 2.53 2.04
H -1.82 0.94 0.50
H -0.84 1.57 -0.81
H 1.26 0.63 0.40
H -1.16 -1.27 0.81
H 0.58 -2.71 1.47
H 1.81 -1.49 1.16
H 1.02 -2.20 -4.03
H 1.02 -3.45 -3.04
O 0.47 -2.83 -3.55
```

As for the total charge: +1. Its HOMO-LUMO gap (alpha / beta) is 10.53 / 7.28 eV. The multiplicity is 2.

=====

#C
This record from the Open Molecules 2025 dataset describes a 2-piece molecular cluster, C4H11NO overall. The level of theory is ωB97M-V/def2-TZVPD.

```
17
C4H11NO (ωB97M-V/def2-TZVPD)
C 2.38 0.55 -1.39
C 1.34 -0.58 -1.74
H 1.94 1.52 -1.61
H 2.59 0.48 -0.33
H 3.28 0.40 -1.97
H 1.66 -1.60 -1.87
H 0.50 -0.27 -1.12
H 0.98 -0.25 -2.73
C -1.91 0.99 1.83
C -1.15 -0.31 1.67
O -0.13 -0.53 2.29
N -1.64 -1.22 0.73
H -1.00 -1.86 0.25
H -2.61 -1.31 0.42
H -2.90 0.95 1.38
H -1.31 1.75 1.32
H -2.00 1.30 2.87
```

As for the total charge: +1. Its HOMO-LUMO gap (alpha / beta) is 9.95 / 5.05 eV. The multiplicity is 2.

=====

Energetically preferred structure: #B | next structure: +0.0641 hartree